a | The following is a quantum chemistry calculation of an isolated ion of composition C3H9NS and charge +1, from the OMol25 dataset.

Highest occupied orbital energy (spin up / spin down): -13.748 / -13.656 eV
Frontier orbital gap (spin up / spin down): 0.3509 / 0.1639 Eh
Net charge: +1
2S+1: 2

Last column: Löwdin spin population.
Positions of all 14 atoms, in Å:
C 1.30160 -1.72251 -0.67654  0.0091
N 1.09330 -0.29531 -0.07113  0.0216
C -0.33474 -0.04396 -0.11576  0.0497
C -0.66489 1.27020 0.64849  0.1039
S -2.38077 1.67317 0.52391  0.7542
H 0.68971 -1.73008 -1.57190  0.0004
H 0.85029 -2.39957 0.04092  0.0006
H 2.36536 -1.79023 -0.82528  0.0007
H 1.33816 -0.49316 0.88951  0.0002
H -0.53036 0.23232 -1.15424  0.0015
H -0.99174 -0.82508 0.27945  0.0011
H -0.52003 1.16219 1.74347  0.0330
H 0.01008 2.08710 0.39501  -0.0008
H -2.22597 2.87491 -0.10592  0.0248

b | The following is a quantum chemistry calculation of an isolated ion of composition C3H9NS and charge +1, from the OMol25 dataset.

Highest occupied orbital energy (spin up / spin down): -13.338 / -12.710 eV
Frontier orbital gap (spin up / spin down): 0.3527 / 0.1306 Eh
Net charge: +1
2S+1: 2

Last column: Löwdin spin population.
Positions of all 14 atoms, in Å:
C -0.67680 1.05645 -0.26367  0.0137
C 0.49373 0.38606 0.47978  0.0121
C 0.41319 -1.14216 0.47270  0.1150
S 0.58870 -1.75893 2.08383  0.6751
N -0.37883 1.25462 -1.65884  0.0771
H -0.90632 2.00230 0.22158  0.0009
H -1.56958 0.42073 -0.14471  0.0079
H 1.44537 0.69548 0.03678  0.0017
H 0.46596 0.78954 1.48906  0.0020
H 1.07930 -1.59765 -0.27862  0.0263
H -0.55351 -1.43768 0.02970  0.0418
H 0.78954 -3.07424 1.83955  0.0228
H -0.83946 2.01564 -2.13100  0.0016
H -0.35130 0.38986 -2.17614  0.0019

b has the most favorable energy; the next structure is 0.469 eV above.

a | The following is a quantum chemistry calculation of a 2-piece molecular cluster, C4H12N2O2 overall, from the OMol25 dataset.

Highest occupied orbital energy: -9.157 eV
Frontier orbital gap: 0.3564 Eh
Net charge: 0
Structure (SMILES): NCC[C@@H](N)C=O.O

Last column: natural (NBO) charge in e.
Positions of all 20 atoms, in Å:
N 1.60629 1.03892 -1.33558  -0.8677
C 0.53690 1.83323 -0.71541  -0.2204
C -0.76402 1.04376 -0.76057  -0.3982
C -0.60348 -0.25034 0.06102  -0.1739
N -0.51738 0.05531 1.48903  -0.8268
C -1.79570 -1.10847 -0.32608  0.4402
O -2.81446 -1.15730 0.30888  -0.5346
H 2.29493 1.54214 -1.86880  0.3706
H 2.03167 0.47582 -0.60976  0.3629
H 0.44776 2.78468 -1.24388  0.1921
H 0.76758 2.04788 0.32814  0.1893
H -0.98015 0.75930 -1.79242  0.2106
H -1.59027 1.63588 -0.37549  0.2112
H 0.30935 -0.75942 -0.23579  0.2165
H -0.25358 -0.80469 1.97071  0.3498
H -1.46872 0.17295 1.84031  0.3678
H -1.68210 -1.63384 -1.29958  0.1081
O 3.08624 -1.48597 0.98726  -0.9310
H 2.65036 -1.88788 1.75041  0.4665
H 3.34205 -0.64121 1.38570  0.4669

b | The following is a quantum chemistry calculation of a 3-piece molecular cluster, C4H12N2O2 overall, from the OMol25 dataset.

Highest occupied orbital energy: -9.570 eV
Frontier orbital gap: 0.2939 Eh
Net charge: 0

Last column: natural (NBO) charge in e.
Positions of all 20 atoms, in Å:
C -0.86423 -1.84604 0.32613  0.6823
N -1.00539 -0.60707 1.16023  -0.6346
C 1.36168 0.15639 0.82578  -0.6607
C -0.12387 0.57331 0.98108  -0.0581
C -0.76773 1.11829 -0.30057  -0.2373
N 0.08327 2.28710 -0.45126  -0.8446
O -1.37465 -1.82671 -0.79328  -0.5690
H -0.82554 -2.74968 2.07099  -0.0427
H -0.63693 -0.97433 2.04068  0.3721
H 1.97347 1.05170 1.03232  0.2307
H 1.55143 -0.07345 -0.23269  0.2348
H 1.69732 -0.66565 1.47536  0.2191
H -0.23870 1.34025 1.77422  0.2333
H -0.69331 0.43889 -1.17828  0.1946
H -1.83285 1.34082 -0.10686  0.2030
H -0.42958 2.94096 -1.05170  0.3565
H 0.86695 1.94641 -1.02203  0.3577
H 0.00191 -1.30215 -1.53293  0.4693
H 0.49029 -1.97084 -2.78616  0.4695
O 0.76648 -1.17820 -2.23102  -0.9760

a has the most favorable energy; the next structure is 5.068 eV above.

a | The following is a quantum chemistry calculation of a 2-piece molecular cluster, C4H12N2O2 overall, from the OMol25 dataset.

Highest occupied orbital energy: -8.818 eV
Frontier orbital gap: 0.3503 Eh
Net charge: 0
Structure (SMILES): [H]/N=C(/C)O.CN(C)O

Last column: natural (NBO) charge in e.
Positions of all 20 atoms, in Å:
H -2.20017 -0.70517 -1.37144  0.3426
N -2.17393 -0.45449 -0.38607  -0.7436
C -1.20430 -0.90897 0.26598  0.6273
C -1.04476 -0.62742 1.72475  -0.6856
O -0.44924 -2.10184 -0.12711  -0.7631
H -0.00240 -0.73466 2.00637  0.2228
H -1.41239 0.37237 1.94235  0.2351
H -1.63340 -1.35004 2.29065  0.2349
H -0.87654 -2.49104 -0.90273  0.4784
C 0.14429 1.75361 -0.82966  -0.4266
N 0.65583 0.44065 -0.48200  -0.1609
C 1.89804 0.50531 0.27881  -0.4297
O 0.91504 -0.26586 -1.70109  -0.6107
H 0.85469 2.31510 -1.44487  0.1792
H -0.05579 2.29347 0.09277  0.2047
H -0.78811 1.61803 -1.37198  0.2229
H 2.68779 1.02543 -0.27642  0.1829
H 1.70221 1.03296 1.21012  0.2021
H 2.21559 -0.51380 0.49969  0.2067
H 0.76757 -1.20365 -1.41812  0.4807

b | The following is a quantum chemistry calculation of one molecule with the formula C4H12N2O2, from the OMol25 dataset.

Highest occupied orbital energy: -8.549 eV
Frontier orbital gap: 0.3430 Eh
Net charge: 0
Structure (SMILES): OCNCCNCO

Last column: natural (NBO) charge in e.
Positions of all 20 atoms, in Å:
O -0.26907 0.81289 2.91013  -0.7356
C -1.45909 0.55047 2.24967  0.0893
N -1.37534 0.42411 0.82371  -0.6756
C -1.16521 -0.80389 0.10970  -0.2167
C 0.25107 -0.95831 -0.44883  -0.2414
N 0.35679 -0.33010 -1.76638  -0.6615
C 1.47209 0.56770 -1.87506  0.0809
O 2.71161 -0.12048 -2.09060  -0.7497
H 0.31608 1.50030 2.57833  0.4776
H -1.79834 -0.39569 2.67876  0.1615
H -2.38924 1.12669 2.43884  0.1551
H -1.65504 1.21702 0.27435  0.3768
H -1.18194 -1.59294 0.88297  0.1880
H -1.89887 -0.93648 -0.70936  0.1976
H 1.06134 -0.56785 0.18043  0.1943
H 0.66278 -1.98098 -0.43427  0.1847
H 0.22699 -0.88828 -2.59278  0.3781
H 1.51505 1.33140 -1.09902  0.1648
H 1.34039 1.15840 -2.79001  0.1641
H 3.27797 -0.11397 -1.32058  0.4677

b has the most favorable energy; the next structure is 0.590 eV above.